No. 1
# C16H26N2O6S2

A cluster of 4 separate species, C16H26N2O6S2 in total (ωB97M-V with the def2-TZVPD basis set, the Open Molecules 2025 dataset).

Results
Net charge: -1
Energy, hartree: -1982.4613
Orbital gap (alpha / beta), eV: 2.2 / 6.5
2S+1: 2
LUMO energy (alpha / beta), hartree: 0.0793 / 0.0785

The geometry in XYZ format:
```
52
Properties=species:S:1:pos:R:3:forces:R:3:lowdin_charge:R:1
O -1.750 -2.900 -1.843 -0.299 -1.219 -0.081 -0.297
S -1.924 -4.263 -2.293 -0.054 0.744 -0.906 0.660
O -2.324 -4.479 -3.697 0.848 -0.283 3.036 -0.310
O -0.494 -5.038 -2.053 -2.080 0.449 -1.285 -0.283
C 0.100 -4.952 -0.754 0.916 -0.088 0.020 -0.276
C 1.568 -4.606 -1.003 0.679 0.016 -0.268 -0.066
C -3.054 -5.166 -1.094 0.832 -0.283 -1.358 -0.092
H -0.091 -5.945 -0.347 0.343 0.116 0.561 0.114
H -0.369 -4.163 -0.165 -0.034 -0.056 0.054 0.111
H 1.604 -3.670 -1.559 -0.039 0.084 0.128 0.082
H 2.137 -5.325 -1.592 -0.658 -0.391 -0.438 0.071
H 2.262 -4.512 -0.167 -0.749 0.288 0.671 0.077
H -2.499 -5.424 -0.192 -0.014 0.380 -0.051 0.050
H -3.278 -6.092 -1.624 -0.074 -0.021 0.038 0.056
H -3.987 -4.639 -0.891 0.401 0.331 -0.148 0.068
O -1.815 4.442 2.959 1.587 -1.160 -1.444 -0.349
S -0.889 3.905 1.939 0.023 -0.638 -0.058 0.699
O -0.803 4.643 0.668 0.382 -1.490 2.500 -0.319
O 0.636 3.721 2.609 -1.236 0.394 -0.592 -0.300
C 0.777 3.374 4.024 -0.855 1.128 0.392 -0.255
C 2.038 4.045 4.650 -0.260 -1.554 -1.131 -0.058
C -1.310 2.078 1.563 -0.334 1.047 0.637 -0.077
H 0.727 2.303 4.218 0.461 -0.195 -0.642 0.106
H -0.128 3.754 4.498 0.066 0.292 0.197 0.088
H 2.875 3.357 4.529 0.107 -0.079 -0.093 0.055
H 1.905 4.130 5.728 -0.122 0.602 -0.142 0.069
H 2.330 4.927 4.079 -0.378 0.314 0.525 0.079
H -2.394 2.087 1.455 0.027 0.189 -0.438 0.050
H -1.139 1.402 2.401 0.465 0.546 0.374 0.054
H -0.785 1.642 0.713 0.165 0.653 -0.168 0.050
N 2.076 1.634 -0.635 -0.669 0.233 -1.145 -0.048
C 1.695 0.361 -0.695 0.782 -1.049 2.077 -0.235
C 1.688 -0.561 0.421 -0.292 1.299 -2.139 -0.156
C 2.121 -0.067 1.686 0.677 1.860 0.689 -0.205
C 2.570 1.285 1.724 -0.290 0.455 -2.262 -0.157
C 2.473 2.147 0.570 0.776 -2.373 2.595 -0.234
H 1.539 0.041 -1.715 -0.430 -0.534 -0.019 0.056
H 1.460 -1.610 0.297 -0.140 -0.067 -0.255 0.033
H 2.272 -0.696 2.551 -0.055 -0.176 0.033 0.043
H 3.133 1.711 2.541 -0.195 -0.119 0.563 0.059
H 3.021 3.077 0.583 -0.242 0.329 -0.066 0.055
N -2.625 0.486 -3.505 1.476 -0.551 -0.759 0.052
C -1.381 0.108 -3.960 -1.254 0.163 0.386 -0.137
C -0.185 0.740 -3.638 -1.535 0.192 -0.904 -0.083
C -0.332 1.915 -2.932 1.194 0.424 2.138 -0.094
C -1.524 2.255 -2.321 -0.253 0.054 -1.558 -0.073
C -2.645 1.538 -2.709 0.344 -0.015 1.335 -0.196
H -1.385 -0.758 -4.604 -0.040 -0.194 -0.001 0.091
H 0.750 0.383 -4.043 0.075 0.059 0.147 0.101
H 0.525 2.445 -2.544 0.476 0.123 -0.395 0.087
H -1.651 3.128 -1.699 0.307 -0.018 0.191 0.093
H -3.522 1.801 -2.136 -0.829 -0.212 -0.539 0.091
```
Forces are in eV/Å.

***

No. 2
# C4H9O

A cluster of 2 separate species, C4H9O in total (ωB97M-V with the def2-TZVPD basis set, the Open Molecules 2025 dataset).

Results
Net charge: -1
Energy, hartree: -232.9696
Orbital gap, eV: 5.4
2S+1: 1
ΔE to the lowest compared entry with this formula, charge and spin, kcal/mol: 30.9
LUMO energy, hartree: 0.1366

The geometry in XYZ format:
```
14
Properties=species:S:1:pos:R:3:forces:R:3:lowdin_charge:R:1
C -0.002 -2.278 1.221 1.249 0.785 -1.100 -0.545
O 0.721 -1.767 2.231 -0.409 -0.075 0.192 -0.463
H 0.239 -1.776 0.208 -0.217 -0.166 0.321 0.012
H 0.245 -3.336 0.956 -0.341 -0.387 0.211 0.015
H -1.110 -2.174 1.240 -0.283 -0.193 0.373 0.016
C -0.973 2.426 -0.944 0.315 -0.016 0.791 -0.129
C 0.166 1.450 -0.867 0.356 0.277 -0.728 -0.238
C 0.297 0.391 -1.650 -0.500 -1.009 0.023 -0.039
H -0.653 3.370 -1.389 -0.066 -0.038 -0.306 0.061
H -1.836 2.009 -1.451 -0.069 0.058 -0.221 0.063
H -1.265 2.701 0.075 -0.185 -0.115 -0.020 0.066
H 0.975 1.719 -0.197 -0.049 -0.157 0.154 0.093
H 1.053 -0.383 -1.587 0.440 0.509 0.359 0.041
H -0.492 0.033 -2.309 -0.241 0.527 -0.050 0.049
```
Forces are in eV/Å.

***

No. 3
# C4H7NO5

A cluster of 2 separate species, C4H7NO5 in total (ωB97M-V with the def2-TZVPD basis set, the Open Molecules 2025 dataset).

Results
Net charge: 0
Energy, hartree: -587.5856
SMILES: NCC(O)(O)C=O.O=C=O
Orbital gap, eV: 10.0
2S+1: 1
ΔE to the lowest compared entry with this formula, charge and spin, kcal/mol: 21.1
LUMO energy, hartree: 0.0164

The geometry in XYZ format:
```
17
Properties=species:S:1:pos:R:3:forces:R:3:lowdin_charge:R:1
N -1.679 -1.204 -0.993 -0.190 -0.127 -0.102 0.015
C -1.141 -1.143 0.357 0.341 0.212 0.271 -0.171
C 0.189 -0.362 0.333 -0.520 1.963 -0.246 -0.594
O 0.944 -0.678 -0.790 0.141 -0.261 -0.373 0.023
O 0.860 -0.605 1.496 0.489 0.065 0.487 0.055
C -0.208 1.231 0.205 -1.157 -2.249 0.515 -0.188
O -0.312 1.961 1.148 0.469 0.190 -0.189 0.097
H -2.310 -1.990 -1.098 0.033 0.127 -0.032 0.083
H -2.185 -0.359 -1.230 -0.041 -0.116 -0.040 0.080
H -1.803 -0.689 1.105 0.097 -0.097 -0.104 0.131
H -0.890 -2.152 0.689 -0.006 0.029 0.006 0.134
H 0.354 -1.152 -1.405 0.048 0.163 0.061 0.094
H 1.653 -0.031 1.539 -0.590 -0.425 -0.010 0.092
H -0.620 1.478 -0.796 0.361 0.286 -0.099 0.133
O 2.805 1.314 0.711 -0.508 0.013 0.674 0.213
C 2.305 1.905 -0.153 1.914 -0.125 -0.802 -0.432
O 2.038 2.476 -1.119 -0.884 0.352 -0.017 0.236
```
Forces are in eV/Å.